DFT (wB97M-V/def2-TZVPD) results for 2 unconnected molecules or ions with the total composition C28H27N2O at a distorted geometry.

XYZ file:
```
58
Properties=species:S:1:pos:R:3:forces:R:3:mulliken_charge:R:1
C -1.4132 -0.9350 2.5003 0.0 -0.8 -0.1 -1.04
C -2.2323 0.3063 2.3419 -0.3 0.8 0.0 0.93
C -1.6427 1.5846 2.2574 -1.0 -0.2 -0.3 0.44
N -0.2379 1.6936 2.1796 1.7 -0.3 -0.3 0.58
C 0.5447 0.9010 1.3524 0.3 0.8 1.0 -0.64
N 1.8016 1.2891 1.6592 -0.3 0.6 0.5 0.21
C 3.0335 0.6575 1.2365 0.5 -0.1 0.0 -0.95
C 1.8241 2.3202 2.6081 0.3 -0.5 -0.3 -0.89
C 0.5505 2.5625 2.9383 -0.3 -0.4 0.0 -0.42
C -2.4125 2.7505 2.1228 -0.4 -0.9 -0.3 1.20
C -1.7846 4.0884 1.8965 -0.4 0.7 -0.2 -1.74
C -3.8059 2.6088 2.0490 0.5 -0.1 0.1 -0.96
C -4.4316 1.3619 2.1260 0.3 0.0 0.0 0.43
C -5.9334 1.2772 2.0331 -0.2 0.0 0.0 -1.43
C -3.6302 0.2216 2.2703 0.2 0.3 0.0 -1.01
H -2.0767 -1.8032 2.3690 0.3 0.2 0.1 0.37
H -0.6086 -0.9843 1.7473 -0.4 -0.1 0.5 -0.05
H -0.9513 -1.0268 3.4988 -0.1 0.2 -0.4 0.31
H 2.8254 -0.1151 0.4873 0.0 0.3 0.2 0.28
H 3.7208 1.4128 0.8312 -0.2 -0.2 -0.1 0.34
H 3.5407 0.2043 2.1097 -0.3 0.1 -0.5 0.34
H 2.7563 2.7454 2.9368 -0.1 0.1 0.1 0.49
H 0.1373 3.2265 3.6702 0.0 0.1 0.0 0.57
H -2.5821 4.7654 1.5622 0.3 0.0 0.1 0.41
H -1.3445 4.5259 2.8021 -0.1 -0.1 -0.3 0.33
H -1.0234 4.0754 1.1026 -0.1 -0.1 0.3 0.30
H -4.3905 3.5140 1.8857 0.0 -0.2 0.1 0.37
H -6.2801 0.2441 2.1526 0.1 0.2 0.0 0.35
H -6.4164 1.8952 2.8045 0.2 -0.2 -0.2 0.34
H -6.2971 1.6503 1.0630 0.2 -0.1 0.2 0.32
H -4.0830 -0.7727 2.3219 0.0 0.4 0.0 0.27
C 3.1014 -6.0358 -1.8384 -0.2 0.5 0.0 -0.44
C 2.0755 -5.6903 -0.9474 0.0 0.1 -0.1 -0.72
C 1.4933 -4.4242 -0.9996 0.2 0.4 -0.2 -0.43
C 1.9346 -3.4591 -1.9405 0.5 -1.3 0.2 0.50
C 1.4187 -2.1103 -1.9283 -0.1 0.9 -0.9 0.92
O 1.9388 -1.3375 -2.9191 -0.4 0.2 1.0 -0.37
C 1.5346 -0.0328 -3.1032 -0.3 -0.6 0.1 0.29
C 0.5961 0.5428 -2.2236 0.5 0.4 -0.9 0.78
C 0.0718 1.8161 -2.5842 0.4 0.0 -0.1 -0.60
C 0.5784 2.4810 -3.6923 -0.3 0.1 0.3 -0.65
C 1.5808 1.9028 -4.4958 0.2 -0.4 0.3 -0.44
C 2.0386 0.6213 -4.2249 0.1 0.2 0.1 -0.81
C 0.1752 -0.2232 -1.1180 -1.3 -0.4 0.1 -0.11
C 0.4821 -1.5762 -1.0482 0.2 0.1 -0.1 -0.59
C 2.9456 -3.8352 -2.8512 0.0 0.1 0.2 -0.44
C 3.5250 -5.0959 -2.7884 -0.1 -0.2 0.1 -0.59
H 3.5642 -7.0244 -1.7933 -0.2 0.4 0.0 0.40
H 1.7351 -6.4131 -0.2052 0.1 0.2 -0.2 0.39
H 0.6968 -4.1454 -0.3063 0.3 -0.3 -0.1 0.29
H -0.7563 2.2184 -1.9958 0.4 0.0 -0.1 0.51
H 0.2090 3.4776 -3.9488 0.0 -0.4 0.1 0.40
H 2.0089 2.4530 -5.3340 -0.2 -0.1 0.2 0.41
H 2.7827 0.1174 -4.8372 -0.2 0.2 0.1 0.47
H -0.4647 0.2409 -0.3527 0.1 -0.5 -0.7 0.52
H -0.0398 -2.2393 -0.3575 0.5 0.4 0.0 0.46
H 3.2966 -3.1260 -3.5962 -0.1 -0.2 0.2 0.40
H 4.3201 -5.3482 -3.4863 -0.2 0.0 0.1 0.39
```
Positions in Å, forces in eV/Å.

Summary:
highest occupied orbital energy = -10.7 eV
ΔE to the lowest compared entry with this formula, charge and spin = 0.0 kcal/mol
E = -1267.65018 a.u.
total charge = +1